Entry from OMol25: a cluster of 8 separate species, C26H49NO21 in total in a non-equilibrium geometry (ωB97M-V/def2-TZVPD).

Properties
- Highest occupied orbital energy: -9.42 eV
- Frontier orbital gap: 9.6434 eV
- Spin multiplicity: 1

Atoms and positions in Å:
C (5.5915, 0.2433, 3.4501)
C (6.4255, 0.0843, 2.2071)
C (5.7455, -1.0397, 1.3651)
O (5.4585, -0.2877, 0.1541)
C (6.0625, 0.9253, 0.1551)
O (5.9725, 1.7023, -0.8259)
O (6.5625, 1.2143, 1.3811)
H (4.7355, 0.7953, 3.1311)
H (6.1165, 0.6873, 4.2581)
H (5.3285, -0.7777, 3.7681)
H (7.3895, -0.3137, 2.5341)
H (4.8015, -1.4347, 1.7331)
H (6.4425, -1.7867, 1.1221)
C (-0.7085, -4.3737, 0.9741)
O (-1.5375, -3.3827, 0.4901)
C (-1.6615, -2.2977, 1.2741)
O (-1.2705, -2.2257, 2.6001)
O (-2.3365, -1.3037, 0.7281)
C (-2.5775, -0.0917, 1.4211)
H (0.1045, -4.0097, 1.5381)
H (-0.3905, -4.8907, 0.0561)
H (-1.1845, -5.1617, 1.5581)
H (-3.0525, -0.2717, 2.3081)
H (-3.0635, 0.5803, 0.7421)
H (-1.5615, 0.2533, 1.7241)
C (-4.9215, -4.1867, -0.8149)
O (-3.8755, -3.3717, -1.4219)
C (-3.8295, -2.0257, -1.5169)
O (-5.0205, -1.2327, -1.2669)
O (-2.6595, -1.4847, -1.8499)
C (-2.6895, -0.1057, -2.3089)
H (-5.0945, -3.7257, 0.1491)
H (-4.6445, -5.2277, -0.6869)
H (-5.9545, -4.1397, -1.2249)
H (-2.9345, 0.6553, -1.5359)
H (-3.0995, 0.0493, -3.2899)
H (-1.5585, 0.0433, -2.4979)
C (-1.9155, 3.6423, -4.4379)
O (-2.3345, 4.8433, -5.1119)
C (-3.0615, 4.6633, -6.0629)
O (-3.3575, 3.4083, -6.6899)
O (-3.4175, 5.8293, -6.5769)
C (-3.5595, 5.9503, -7.9909)
H (-1.2275, 3.1353, -5.1239)
H (-2.7695, 3.0163, -4.2109)
H (-1.2535, 3.9363, -3.6309)
H (-4.4635, 5.4403, -8.3739)
H (-2.6985, 5.6663, -8.5179)
H (-3.7765, 7.0033, -8.1989)
C (0.9805, -6.1317, 6.6321)
O (1.9665, -5.1367, 6.0681)
C (1.6755, -4.8417, 4.7601)
O (0.5025, -5.2887, 4.0231)
O (2.6655, -4.1077, 4.1841)
C (2.5755, -3.6817, 2.8401)
H (0.6495, -6.8157, 5.9321)
H (0.0715, -5.5837, 6.9541)
H (1.5175, -6.5957, 7.5181)
H (1.6535, -3.0347, 2.9111)
H (2.2065, -4.4537, 2.1231)
H (3.4585, -3.0767, 2.6571)
C (1.0025, -0.2387, 3.8631)
O (2.1265, 0.4733, 3.2991)
C (1.9775, 1.2883, 2.1941)
O (0.5745, 1.4963, 1.8101)
O (2.9995, 1.9983, 1.7431)
C (2.8095, 2.6413, 0.4871)
H (1.3875, -0.9977, 4.5671)
H (0.5165, -0.7237, 3.0781)
H (0.1555, 0.3833, 4.2041)
H (2.0435, 3.3853, 0.5061)
H (2.5155, 1.9113, -0.2319)
H (3.7565, 3.1143, 0.1791)
C (-4.7515, 5.2003, -2.0509)
O (-3.3315, 4.8873, -1.9859)
C (-2.9435, 3.9793, -1.0539)
O (-3.7915, 3.1183, -0.3439)
O (-1.6215, 3.8553, -0.9459)
C (-1.0185, 2.7603, -0.4039)
H (-5.2225, 5.5943, -1.0949)
H (-5.2055, 4.4003, -2.5319)
H (-4.9445, 6.0493, -2.6299)
H (-1.5045, 2.4123, 0.5291)
H (0.0025, 3.0213, -0.0009)
H (-0.8835, 1.9423, -1.0909)
C (1.9235, -1.3657, 0.0371)
C (0.8935, -0.7617, -0.8209)
C (1.4925, -0.4627, -2.2599)
C (0.7465, 0.5933, -3.1069)
N (0.1325, 1.3893, -3.7089)
H (2.3465, -2.3047, -0.3399)
H (1.5585, -1.2357, 1.0591)
H (2.7255, -0.6897, 0.0181)
H (0.2585, 0.0823, -0.4289)
H (0.1625, -1.5477, -0.9389)
H (1.4065, -1.3917, -2.7759)
H (2.5085, -0.1287, -2.0879)